Entry 1:
ORCA calculation (ωB97M-V/def2-TZVPD) on C3H3BrS in the gas phase in a non-equilibrium geometry.

Electronic energy: -84033.146 eV
Frontier orbital gap: 9.8 eV
Structure (SMILES): SCC#CBr

```
8
Properties=species:S:1:pos:R:3:forces:R:3
C -0.258616 0.553013 -0.563677 3.43 -2.14 1.54
C -1.293888 0.775299 -1.145926 1.43 0.06 0.91
C 1.175672 -0.302079 0.277725 -6.08 1.60 -2.38
S 0.388705 -1.555126 1.226497 -1.34 -0.39 0.99
Br -2.719602 1.560708 -1.812140 -1.13 0.35 -0.61
H 1.774050 -0.592130 -0.515431 0.90 -1.17 -1.47
H 1.669830 0.385767 0.829753 1.15 2.40 1.71
H -0.736151 -0.825452 1.703199 1.64 -0.71 -0.68
```
Forces are in eV/Å.

natural (NBO) atomic charge list, values in e, 2 entries: C -0.039; C -0.310



Entry 2:
ORCA calculation (ωB97M-V/def2-TZVPD) on a molecular structure, C23H21Co2O6 in a non-equilibrium geometry.

Electronic energy: -111726.030 eV
Frontier orbital gap: 2.5 eV
Total charge: -1

```
52
Properties=species:S:1:pos:R:3:forces:R:3
O -0.895707 0.566473 -2.142787 0.07 -0.09 -0.40
C -0.645948 0.892484 -1.081789 -0.17 0.63 0.68
Co -0.325724 1.329977 0.646773 2.24 -1.44 -0.14
C 0.851273 2.712033 0.734014 0.13 0.54 0.08
O 1.575283 3.588373 0.796808 -0.04 -0.08 0.04
C -1.945352 1.804266 1.250804 0.17 -0.22 0.25
O -2.991554 2.052148 1.628042 0.14 0.19 -0.18
C 0.493210 0.114275 2.089305 -1.44 -2.52 -2.42
C -0.114145 -0.682978 1.038388 0.69 2.09 3.30
C -1.525732 -1.144103 1.141965 0.67 -0.99 -0.81
C -2.287612 -0.826498 2.185185 0.08 -0.02 0.14
C -3.763478 -1.009146 2.177193 -0.59 -0.02 -0.22
C -4.304225 -0.994725 0.736626 0.09 -0.08 -0.02
C -3.593568 -2.060974 -0.108308 -0.06 -0.09 0.17
C -2.058811 -1.891420 -0.059930 -0.15 0.07 -0.33
Co 1.916031 -0.887641 0.981930 -2.07 1.30 -1.22
C 2.320725 -2.255260 2.080508 -0.36 0.99 -0.25
O 2.544138 -3.120281 2.785632 0.16 -0.38 0.16
C 3.165543 0.444547 0.987405 -0.07 -0.79 0.10
O 3.947674 1.271577 0.988181 0.03 0.19 0.03
C 1.771701 -1.502946 -0.722149 0.52 0.11 0.45
O 1.646597 -1.895803 -1.782853 -0.19 -0.12 -0.31
H 0.461314 -0.379650 3.060304 -0.16 1.16 0.36
H -1.848505 -0.285300 3.012131 0.04 0.02 0.15
H -4.011170 -1.954446 2.669515 -0.24 -0.11 0.01
H -4.252689 -0.219975 2.763492 0.16 -0.12 -0.13
H -5.391642 -1.136714 0.721525 0.13 -0.11 0.04
H -4.126454 -0.000327 0.300852 0.06 -0.18 0.11
H -3.856978 -3.055941 0.267455 -0.05 0.08 0.14
H -3.959156 -2.043454 -1.146353 0.19 0.10 0.21
H -1.728861 -1.373815 -0.970020 -0.01 -0.13 0.25
H -1.559422 -2.869280 -0.089752 -0.10 0.09 -0.03
C -3.342231 0.049751 5.891486 0.00 -0.03 0.11
C -1.908941 0.423751 6.018895 0.21 0.17 -0.07
C -0.984301 -0.640392 6.500300 -0.02 0.19 0.21
C -1.474589 1.697989 5.651771 -0.21 -0.55 0.42
C -0.150702 2.160837 5.914581 0.15 0.21 -0.17
C 0.218569 3.452694 5.638736 -0.07 -0.30 0.13
C -0.685986 4.341239 5.075995 0.09 0.72 -0.19
C -1.969965 3.917096 4.767947 0.03 0.05 0.08
C -2.366750 2.637716 5.050465 0.01 -0.13 -0.15
H -3.991960 0.847532 6.247318 -0.22 0.17 -0.07
H -3.607065 -0.172207 4.859295 -0.31 -0.05 -0.25
H -3.580274 -0.831744 6.485417 0.06 -0.15 0.00
H -0.119303 -0.239983 7.022637 0.19 -0.01 -0.01
H -1.486709 -1.306885 7.201323 -0.09 -0.14 0.03
H -0.624679 -1.251225 5.671732 0.22 -0.26 -0.12
H 0.565476 1.498203 6.364373 0.18 -0.15 0.05
H 1.214592 3.790864 5.875517 0.22 0.01 0.03
H -0.393455 5.361217 4.882425 0.07 0.14 -0.08
H -2.662979 4.606109 4.309664 -0.14 0.09 -0.09
H -3.361902 2.324366 4.792028 -0.24 -0.05 -0.06
```
Forces are in eV/Å.

natural (NBO) atomic charge list, values in e, 2 entries: O -0.524; C 0.537



Values of ΔE to the lowest compared entry with this formula, charge and spin, in order: 55.00 0.00, all in kcal per mole.